{
  "formula": "C37H39Cl14N5O10",
  "method": "ωB97M-V with the def2-TZVPD basis set",
  "orbital_gap_ev": 8.8,
  "homo_ev": -9.916,
  "smiles": "O=[N+]([O-])c1ccccc1.O=[N+]([O-])c1ccccc1.O=[N+]([O-])c1ccccc1.O=[N+]([O-])c1ccccc1.O=[N+]([O-])c1ccccc1.ClCCl.ClCCl.ClCCl.ClCCl.ClCCl.ClCCl.ClCCl",
  "lumo_energy_ha": -0.0420,
  "elements": ["C", "C", "C", "C", "C", "C", "N", "O", "O", "H", "H", "H", "H", "H", "C", "C", "C", "C", "C", "C", "N", "O", "O", "H", "H", "H", "H", "H", "C", "C", "C", "C", "C", "C", "N", "O", "O", "H", "H", "H", "H", "H", "C", "C", "C", "C", "C", "C", "N", "O", "O", "H", "H", "H", "H", "H", "C", "C", "C", "C", "C", "C", "N", "O", "O", "H", "H", "H", "H", "H", "C", "Cl", "Cl", "H", "H", "C", "Cl", "Cl", "H", "H", "C", "Cl", "Cl", "H", "H", "C", "Cl", "Cl", "H", "H", "C", "Cl", "Cl", "H", "H", "C", "Cl", "Cl", "H", "H", "C", "Cl", "Cl", "H", "H"],
  "xyz": [[15.12621, 9.76155, 17.10020], [13.78320, 9.66232, 17.48521], [13.52042, 8.84155, 18.56840], [14.58024, 8.18034, 19.25003], [15.89916, 8.24925, 18.85808], [16.12197, 9.07374, 17.70747], [14.22538, 7.37160, 20.38250], [13.06193, 7.40881, 20.78925], [15.12846, 6.66338, 20.79759], [15.42758, 10.29416, 16.22685], [13.04327, 10.19788, 16.90755], [12.51560, 8.63121, 18.91276], [16.77690, 7.78770, 19.35143], [17.14224, 9.18590, 17.35732], [14.60115, 15.44672, 22.96201], [15.60321, 15.07198, 23.91523], [16.89865, 14.78478, 23.48918], [17.08218, 14.87080, 22.08861], [16.14170, 15.13552, 21.12361], [14.89084, 15.48537, 21.60059], [18.42203, 14.49973, 21.60037], [19.12671, 13.97400, 22.39264], [18.74847, 14.72055, 20.43884], [13.57580, 15.72211, 23.22995], [15.46141, 15.02702, 24.97277], [17.60481, 14.27352, 24.15934], [16.45063, 15.13626, 20.09532], [14.12600, 15.84942, 20.95694], [14.05682, 10.94627, 9.80988], [13.25300, 12.00022, 10.22788], [13.05168, 12.22434, 11.54629], [13.73986, 11.43018, 12.48210], [14.47802, 10.32198, 12.09951], [14.66905, 10.11635, 10.74279], [13.60572, 11.81665, 13.84734], [13.21637, 12.93102, 14.02140], [13.82193, 10.98399, 14.71034], [14.24719, 10.71868, 8.78870], [12.83208, 12.69099, 9.49545], [12.47886, 13.07590, 11.91882], [14.90157, 9.73524, 12.89751], [15.21329, 9.24684, 10.39371], [7.46884, 14.54926, 18.47856], [8.49983, 15.29839, 17.88827], [9.59359, 15.61994, 18.61453], [9.61665, 15.20353, 19.93471], [8.58826, 14.49230, 20.56414], [7.48899, 14.19184, 19.81248], [10.76174, 15.51121, 20.65671], [11.75654, 15.78507, 19.98809], [10.73298, 15.41313, 21.84309], [6.59129, 14.37047, 17.90468], [8.35860, 15.61583, 16.83356], [10.45341, 16.05646, 18.17065], [8.71386, 14.26257, 21.62427], [6.63138, 13.71294, 20.29046], [17.21930, 14.80564, 16.45076], [17.46620, 13.66301, 17.16881], [17.44396, 12.44345, 16.53430], [17.12561, 12.41636, 15.17657], [16.84762, 13.61283, 14.45835], [16.88299, 14.85145, 15.13432], [17.27404, 11.14310, 14.41775], [16.94729, 11.18439, 13.25838], [17.61742, 10.17036, 15.06514], [17.35197, 15.73551, 16.95202], [17.77780, 13.80010, 18.20231], [17.65757, 11.49977, 17.01452], [16.76435, 13.72606, 13.39332], [16.68873, 15.77757, 14.62172], [10.31898, 13.48826, 15.13349], [10.10720, 13.08258, 13.42527], [10.69314, 15.23610, 15.28428], [9.36029, 13.34682, 15.61020], [11.15736, 12.96464, 15.60329], [15.13558, 11.40195, 20.98221], [14.58238, 10.30929, 22.27621], [16.89680, 11.53237, 20.90748], [14.87292, 10.80726, 20.12386], [14.69880, 12.39686, 21.20657], [10.79671, 7.72000, 15.97207], [10.55016, 6.28710, 16.96604], [9.73830, 9.03928, 16.34578], [11.82061, 8.05941, 16.14624], [10.70475, 7.48390, 14.91874], [13.74171, 15.59202, 13.31918], [13.53574, 17.37027, 13.47784], [14.76251, 15.24714, 11.95901], [14.33944, 15.30097, 14.15918], [12.80433, 15.11360, 13.13728], [11.70548, 11.28285, 19.95331], [11.44094, 11.79278, 21.62659], [10.67178, 12.06074, 18.70101], [12.71165, 11.42628, 19.66764], [11.39044, 10.28237, 19.80995], [13.37338, 14.38266, 17.32212], [14.35839, 13.68468, 18.65853], [13.81328, 16.03414, 16.96825], [13.48608, 13.70930, 16.43380], [12.38104, 14.33948, 17.68113], [12.15091, 18.61114, 19.37166], [10.97470, 19.08857, 18.13432], [13.38750, 19.82998, 19.59381], [11.54027, 18.55397, 20.23183], [12.72035, 17.74848, 18.99445]],
  "mulliken_charge": [0.381, -0.442, -0.612, -0.638, -0.514, -0.375, 1.136, -0.619, -0.630, -0.129, 0.859, 0.684, 0.468, 0.393, -0.538, -0.484, -0.694, 0.120, -0.479, -0.425, 1.162, -0.619, -0.657, 0.429, 0.425, 0.396, 0.702, 0.625, -0.593, -0.834, -0.243, 0.534, -0.420, -0.692, 1.023, -0.383, -0.492, 0.439, 0.393, 0.355, 0.472, 0.412, -0.732, -0.709, 0.157, -0.226, -0.312, -0.660, 1.242, -0.481, -0.663, 0.501, 0.594, 0.446, 0.492, 0.404, -0.320, -0.442, -0.377, 0.079, -0.554, -0.770, 1.130, -0.641, -0.625, 0.496, 0.415, 0.481, 0.572, 0.567, 0.608, -0.141, -0.197, 0.345, -0.581, 1.743, -0.163, -0.161, -1.289, -0.035, 0.229, -0.168, -0.123, -0.239, 0.352, 1.030, -0.176, -0.169, -0.714, 0.029, 0.602, -0.136, -0.033, -0.710, 0.299, 0.717, 0.018, -0.166, -0.291, -0.428, 0.478, -0.188, -0.191, 0.225, -0.334]
}

***

{
  "formula": "C37H39Cl2NO2S3SbTi",
  "method": "ωB97M-V with the def2-TZVPD basis set",
  "multiplicity": 2,
  "orbital_gap_ev": [6.6, 6.6],
  "homo_ev": [-6.606, -6.640],
  "s_squared": 0.7556,
  "lumo_energy_ha": [-0.0018, -0.0003],
  "elements": ["Ti", "Cl", "C", "C", "C", "Cl", "C", "C", "C", "C", "N", "C", "C", "O", "H", "H", "H", "H", "C", "C", "S", "C", "C", "S", "H", "H", "H", "H", "H", "H", "C", "C", "C", "S", "O", "C", "C", "C", "H", "H", "H", "H", "H", "H", "H", "H", "H", "H", "H", "H", "H", "H", "C", "C", "C", "C", "C", "C", "Sb", "C", "C", "C", "C", "C", "C", "C", "C", "C", "C", "C", "C", "H", "H", "H", "H", "H", "H", "H", "H", "H", "H", "H", "H", "H", "H", "H"],
  "xyz": [[-0.53433, -1.33884, 0.12066], [-0.31822, 0.32080, -4.75972], [-1.53399, 0.69690, -3.60796], [-2.57745, 1.53896, -3.95819], [-3.51132, 1.94893, -3.04903], [-4.60040, 3.23178, -3.58278], [-3.49723, 1.51348, -1.69155], [-4.34640, 1.87043, -0.64603], [-4.15187, 1.35408, 0.59557], [-3.05752, 0.48623, 0.84728], [-2.28195, 0.05344, -0.11760], [-2.44211, 0.60697, -1.34304], [-1.41731, 0.19227, -2.31641], [-0.54929, -0.62200, -1.86809], [-2.66723, 1.97285, -4.96545], [-5.15041, 2.60501, -0.82630], [-4.78347, 1.58959, 1.41988], [-2.87452, 0.06849, 1.85728], [-4.12951, -3.89458, 1.14251], [-2.85386, -3.06074, 1.14191], [-2.09734, -3.00104, -0.42327], [-2.25567, -2.72428, 2.33536], [-2.99330, -2.70465, 3.63550], [-0.61702, -2.12803, 2.33662], [-4.51882, -4.13496, 0.15912], [-4.94653, -3.51156, 1.75291], [-3.80428, -4.87369, 1.54278], [-4.01366, -3.10280, 3.58161], [-3.09403, -1.67913, 3.97296], [-2.39794, -3.17941, 4.45212], [-0.27167, -3.79850, -3.84139], [0.90220, -4.54866, -3.34043], [1.32378, -4.20471, -1.89020], [1.81934, -2.41875, -1.88831], [1.40551, -1.87379, -0.50743], [3.60653, -2.37531, -1.71839], [3.99915, -2.42879, -0.24551], [3.66577, -3.75963, 0.48305], [-0.53894, -3.95842, -4.90429], [-0.27936, -2.72620, -3.66533], [-1.19101, -4.17213, -3.33813], [1.74689, -4.46430, -3.98620], [0.71112, -5.64050, -3.32925], [2.20799, -4.81104, -1.67091], [0.62173, -4.31416, -1.07242], [3.84589, -1.43735, -2.19528], [4.01332, -3.16043, -2.30781], [3.48943, -1.63186, 0.30341], [5.08376, -2.23763, -0.19835], [2.63644, -3.80252, 0.78499], [4.28823, -3.77260, 1.33674], [3.80957, -4.65453, -0.16628], [4.06785, 1.92835, 4.27954], [3.84577, 0.64370, 3.86579], [2.81916, 0.42104, 2.94415], [2.09005, 1.44448, 2.40534], [2.34992, 2.75471, 2.83832], [3.33866, 2.99315, 3.77556], [0.56545, 1.30624, 0.93337], [1.43787, 2.28357, -0.74415], [2.84381, 2.28073, -0.97269], [3.39120, 2.74932, -2.11216], [2.58143, 3.14950, -3.13191], [1.20368, 3.24687, -2.96108], [0.61901, 2.80879, -1.74896], [-0.67490, 2.86686, 1.58292], [-0.70213, 4.14814, 1.02544], [-1.49991, 5.16628, 1.51643], [-2.36412, 4.90031, 2.57261], [-2.39050, 3.63776, 3.11001], [-1.50299, 2.65289, 2.66738], [4.84515, 2.09422, 4.99566], [4.50234, -0.21538, 4.15896], [2.63526, -0.64975, 2.69651], [1.81286, 3.60015, 2.40818], [3.49287, 3.99189, 4.18938], [3.39966, 1.91836, -0.11514], [4.47659, 2.74524, -2.24515], [2.96277, 3.47631, -4.06020], [0.62494, 3.70378, -3.72966], [-0.45866, 2.82543, -1.60191], [-0.09354, 4.37943, 0.17212], [-1.47594, 6.08375, 0.94493], [-3.05912, 5.65284, 2.87846], [-3.08879, 3.40784, 3.95679], [-1.47439, 1.70050, 3.12425]],
  "mulliken_charge": [1.422, -0.247, 0.274, -0.502, 0.642, -0.289, -0.150, -0.863, -1.200, -0.321, 0.656, -0.129, -0.536, 0.525, 0.437, 0.359, 0.506, 0.466, -1.870, 0.588, -0.560, 0.513, -1.450, -0.490, 0.429, 0.357, 0.363, 0.360, 0.236, 0.325, -0.708, -0.679, -0.632, 0.552, -0.375, -1.082, 0.190, -1.175, 0.384, -0.005, 0.202, 0.260, 0.419, 0.284, 0.420, 0.473, 0.512, -0.231, 0.521, 0.210, 0.449, 0.245, -0.353, -0.676, -0.166, 0.181, -0.323, -0.859, 0.811, 0.586, -0.851, -0.663, -0.595, -0.970, -0.264, 0.987, -0.492, -0.668, -0.630, -0.552, -0.959, 0.384, 0.336, 0.291, 0.319, 0.380, 0.437, 0.372, 0.457, 0.479, 0.634, 0.447, 0.419, 0.413, 0.348, 0.655]
}